# 1
Density functional theory data (ωB97M-V/def2-TZVPD) for a 2-piece molecular cluster, C5H13N2 overall at a distorted geometry.

The charge is +1. The molar mass is 101.17 u. As for the lowest unoccupied orbital energy (spin up / spin down): -4.01 / -3.56 eV. Its total energy is -8364.30318 eV. The strongest force on any atom is 5.39 eV Å⁻¹. The value obtained for the HOMO energy (spin up / spin down) is -12.220 / -12.444 eV.

CARTESIAN COORDINATES (ANGSTROEM)
N -1.79 0.42 0.08
N -0.15 1.10 -1.83
C 1.80 0.84 1.85
C 0.94 1.56 1.20
C -0.56 0.32 -0.52
C -0.07 -1.88 0.42
C -0.04 -1.03 -0.77
H -0.48 -1.59 -1.51
H 0.27 2.45 1.27
H -1.11 -2.00 0.93
H 1.05 -1.02 -1.03
H 0.10 -2.95 0.27
H -2.44 -0.34 -0.17
H -0.51 2.03 -1.86
H 2.50 1.25 2.51
H -0.61 0.66 -2.64
H -2.09 1.18 0.62
H 1.91 -0.25 1.68
H 0.52 -1.61 1.32
H 0.80 0.86 -1.81


# 2
Density functional theory data (ωB97M-V/def2-TZVPD) for a 2-piece molecular cluster, C5H13N2 overall.

The charge is +1. The molar mass is 101.17 u. As for the lowest unoccupied orbital energy: -3.14 eV. Its total energy is -8367.79073 eV. The strongest force on any atom is 0.83 eV Å⁻¹. The value obtained for the HOMO energy is -12.849 eV.

CARTESIAN COORDINATES (ANGSTROEM)
N -0.55 1.09 1.00
N -0.75 -1.17 -0.50
C 1.30 -1.90 0.54
C -1.48 -1.24 -1.79
C 0.63 -1.48 -0.53
C 0.58 1.87 0.43
C 1.05 2.96 1.00
H -1.51 -0.26 -2.26
H 0.76 -2.36 1.37
H -0.74 0.21 0.36
H -1.36 1.70 1.13
H 0.98 1.40 -0.46
H -2.50 -1.57 -1.58
H 1.14 -1.41 -1.49
H -1.15 -1.78 0.21
H 2.02 3.34 0.71
H -0.29 0.81 1.94
H -1.00 -1.95 -2.46
H 2.37 -1.78 0.63
H 0.50 3.51 1.75